No. 1
C13H19N3O3 | wB97M-V/def2-TZVPD

Summary:
HOMO-LUMO gap ... 0.3473 Ha
SMILES string ... O=C(CCCCCCC(=O)Nc1cccnc1)NO
Total charge ... 0

Element x y z (Å)
O 3.0607 -2.4435 0.3645
C 2.0614 -1.7405 0.3654
N 1.3024 -1.6437 1.4686
H 0.3836 -1.2307 1.5627
O 1.6626 -2.4345 2.5668
H 2.4806 -2.8741 2.2501
C 1.6025 -0.8862 -0.7947
H 2.3783 -0.1385 -0.9767
H 0.6857 -0.3646 -0.5289
C 1.4212 -1.7159 -2.0710
H 2.3993 -2.0901 -2.3775
H 1.0603 -1.0558 -2.8631
C 0.4894 -2.9236 -1.9186
C -0.8402 -2.6482 -1.2157
H -1.3935 -3.5876 -1.1491
C -1.7219 -1.6030 -1.9036
C -2.6970 -0.9610 -0.9000
C -1.9079 -0.0581 0.0235
O -1.3839 -0.4530 1.0471
N -1.7748 1.2111 -0.4513
C -1.0344 2.2723 0.0770
C -0.3434 2.2192 1.2853
C 0.3619 3.3396 1.6905
C 0.3530 4.4681 0.8855
N -0.3059 4.5260 -0.2603
C -0.9766 3.4638 -0.6512
H -1.5004 3.5591 -1.5957
H 0.8895 5.3651 1.1617
H 0.9076 3.3305 2.6207
H -0.3650 1.3293 1.8917
H -2.2422 1.4265 -1.3219
H -3.4682 -0.3959 -1.4255
H -3.1716 -1.7432 -0.3071
H -2.2921 -2.0682 -2.7097
H -1.1047 -0.8201 -2.3483
H -0.6383 -2.3291 -0.1948
H 0.2981 -3.3327 -2.9137
H 1.0131 -3.6902 -1.3443

***

No. 2
B2CsH8 | wB97M-V/def2-TZVPD

Summary:
HOMO-LUMO gap ... 0.2045 Ha
Total charge ... -1

Element x y z (Å)
Cs -2.4185 0.4577 2.1259
B -0.6232 2.8103 -1.7556
H -1.5922 3.0357 -1.3379
H -0.6022 3.0689 -2.8029
H 0.1462 3.3847 -1.2633
H -0.3420 1.7765 -1.6266
B 1.0640 -2.8884 1.3377
H 0.7497 -3.4761 2.1863
H 0.2997 -2.8402 0.5776
H 1.4230 -1.9309 1.6820
H 1.8958 -3.3982 0.8769

***

No. 3
C21H27HgN8O2 | wB97M-V/def2-TZVPD

Summary:
HOMO-LUMO gap (alpha / beta) ... 0.2480 / 0.2850 Ha
Spin multiplicity ... 2
Total charge ... 0

Element x y z (Å)
Hg -0.2663 -0.3772 -0.8230
C -2.1021 3.0119 -5.3997
C -1.9098 1.7816 -6.0173
C -1.4659 0.6883 -5.2914
C -1.2477 0.8546 -3.8656
C -1.4473 2.1073 -3.2471
C -1.8724 3.1723 -4.0709
N -0.9944 -0.2312 -3.0051
N -1.1269 -1.3992 -3.5839
C -1.0441 -2.5353 -2.7746
C -1.1579 -3.7625 -3.4625
C -0.9089 -4.9105 -2.7624
C -0.7500 -4.8275 -1.3607
C -0.6624 -3.5955 -0.7555
N -0.7921 -2.5107 -1.4694
H -2.4272 3.8464 -6.0173
H -2.0975 1.7086 -7.0423
H -1.3171 -0.2681 -5.6899
H -1.4448 2.1118 -2.1760
H -1.9937 4.1610 -3.6316
H -1.3412 -3.7390 -4.4863
H -1.0053 -5.9132 -3.3246
H -0.5395 -5.7498 -0.8912
H -0.4319 -3.5377 0.2768
C 2.6095 0.6929 2.3795
N 1.4955 -0.0125 3.0037
C 1.1516 0.5325 4.3194
C 0.9914 -1.1639 2.4618
N 1.1639 -1.4555 1.2106
N 0.2414 -1.9524 3.3279
C 1.0239 -2.5360 4.4449
C -0.9197 -2.6904 2.9097
H 3.5740 0.3695 2.8486
H 2.5039 1.7591 2.4409
H 2.6532 0.5014 1.3266
H 1.0681 1.6620 4.2216
H 1.9514 0.3683 5.0766
H 0.2361 0.1762 4.6898
H 0.8657 -2.3965 1.0400
H 1.9532 -1.9847 4.6494
H 1.3698 -3.5951 4.2362
H 0.4098 -2.5556 5.3541
H -0.7386 -3.6817 2.4657
H -1.5415 -2.0927 2.2453
H -1.4471 -2.9676 3.8456
C 2.0331 4.4170 0.1095
N 1.1353 3.3507 0.6748
C 0.3588 3.5698 1.7224
C -0.4883 2.6630 2.2234
C -0.7424 1.4783 1.4528
O -1.5539 0.5751 1.6981
N 0.0583 1.3090 0.3515
C 1.0259 2.1496 -0.0461
O 1.7741 1.9272 -0.9686
H 2.3762 4.0548 -0.8656
H 2.8489 4.5799 0.8303
H 1.4040 5.3538 -0.0099
H 0.4828 4.5890 2.0781
H -0.9825 2.9188 3.1229

***

No. 4
C7H14N2 | wB97M-V/def2-TZVPD

Summary:
HOMO-LUMO gap ... 0.3498 Ha
Total charge ... 0

Element x y z (Å)
C -0.2830 1.7828 -1.5582
C 0.7943 0.7931 -1.2383
C 0.6983 0.0113 0.2364
C 1.6303 -1.3386 0.1035
C -0.3345 -1.0615 0.5041
C -1.6089 -0.4348 0.1689
C -1.2230 0.9356 0.8960
H -0.0837 2.5749 -0.8561
H 0.0770 2.2801 -2.3456
H -1.2746 1.5160 -2.1216
H 1.6165 1.6032 -1.0310
H 0.9301 0.2168 -2.3062
H 2.3276 -1.6061 -0.7718
H 2.0542 -1.5386 1.1945
H 0.2023 -3.1630 0.0631
H -0.2208 -1.2365 1.6861
H -2.5653 -0.7274 0.4543
H -1.9808 -0.2678 -0.7885
H -1.2278 0.7467 2.0919
H -1.7187 1.7856 0.6206
H 0.4876 0.7347 2.2087
N 0.2400 -2.1129 -0.1083
N 0.2364 1.1062 1.1407

***

No. 5
C66H51IrN8PS4 | wB97M-V/def2-TZVPD

Summary:
HOMO-LUMO gap ... 0.2754 Ha
Total charge ... +3

Element x y z (Å)
Ir -0.8210 -0.3357 0.9614
S -3.1113 -5.7109 5.6497
N -2.1113 -4.4787 5.9044
C -2.0284 -3.8205 4.7561
C -1.2253 -2.6328 4.5252
C -0.4280 -2.0179 5.4998
C 0.3075 -0.9081 5.1491
C 0.2348 -0.4164 3.8452
N -0.5430 -0.9746 2.9257
C -1.2632 -2.0748 3.2557
C -2.0953 -2.6461 2.1994
N -2.0979 -1.9825 1.0220
C -2.7909 -2.4727 0.0011
C -3.5281 -3.6520 0.1139
C -3.5681 -4.3153 1.3197
C -2.8371 -3.8006 2.3983
C -2.8068 -4.3893 3.7244
N -3.4743 -5.4712 4.1019
H -0.4017 -2.4274 6.5013
H 0.9392 -0.4034 5.8661
H 0.8006 0.4459 3.5249
H -2.7465 -1.9009 -0.9164
H -4.0697 -4.0186 -0.7464
H -4.1448 -5.2216 1.4531
N -1.0802 -0.0547 -1.0535
S -0.4044 -0.0137 -2.3468
N 1.0045 -0.8410 -2.5090
S 2.3997 -0.1926 -2.3127
N 2.6407 0.7480 -1.1026
S 2.2206 0.4506 0.4490
N 0.8872 0.8203 0.9690
C 2.6749 -1.2603 0.7206
C 1.6807 -2.2267 0.6700
C 1.9937 -3.5640 0.8432
C 3.3143 -3.9301 1.0633
C 4.3126 -2.9668 1.1004
C 4.0003 -1.6281 0.9226
C 3.4766 1.3645 1.2812
C 4.2545 2.3119 0.6336
C 5.1834 3.0303 1.3750
C 5.3332 2.7859 2.7313
C 4.5553 1.8223 3.3646
C 3.6152 1.1097 2.6433
C 3.5032 -1.5684 -2.3778
C 3.0397 -2.8644 -2.5293
C 3.9766 -3.8837 -2.6453
C 5.3324 -3.5954 -2.6150
C 5.7764 -2.2853 -2.4583
C 4.8606 -1.2570 -2.3397
C 2.9204 0.7699 -3.6994
C 2.8368 0.1367 -4.9373
C 3.2569 0.8234 -6.0603
C 3.7513 2.1187 -5.9379
C 3.8295 2.7301 -4.6967
C 3.4123 2.0560 -3.5565
C -0.0621 1.5934 -3.0350
C 0.4244 2.5549 -2.1587
C 0.7358 3.8149 -2.6450
C 0.5683 4.0979 -3.9933
C 0.0978 3.1230 -4.8648
C -0.2163 1.8588 -4.3913
C -1.3783 -0.7927 -3.5979
C -2.7418 -0.5151 -3.5596
C -3.5632 -1.0712 -4.5256
C -3.0253 -1.8942 -5.5084
C -1.6649 -2.1645 -5.5330
C -0.8264 -1.6084 -4.5764
H 0.6385 -1.9765 0.4689
H 1.2167 -4.3160 0.8022
H 3.5655 -4.9731 1.2042
H 5.3397 -3.2579 1.2753
H 4.7784 -0.8769 0.9643
H 4.1379 2.4855 -0.4250
H 5.7953 3.7772 0.8881
H 6.0631 3.3452 3.3010
H 4.6898 1.6245 4.4194
H 3.0122 0.3506 3.1257
H 1.9787 -3.0666 -2.5619
H 3.6419 -4.9044 -2.7733
H 6.0536 -4.3948 -2.7232
H 6.8357 -2.0676 -2.4429
H 5.1933 -0.2310 -2.2337
H 2.4694 -0.8790 -5.0188
H 3.2105 0.3482 -7.0306
H 4.0836 2.6503 -6.8197
H 4.2206 3.7349 -4.6101
H 3.4642 2.5179 -2.5826
H 0.5623 2.3070 -1.1154
H 1.1085 4.5767 -1.9718
H 0.8074 5.0838 -4.3704
H -0.0349 3.3506 -5.9139
H -0.5942 1.1031 -5.0668
H -3.1416 0.1340 -2.7904
H -4.6239 -0.8590 -4.5184
H -3.6721 -2.3245 -6.2613
H -1.2536 -2.8070 -6.2996
H 0.2337 -1.8140 -4.5834
C -3.9261 4.7541 -0.5710
C -4.6810 4.1550 0.4304
C -4.2211 3.0148 1.0674
C -2.9847 2.4723 0.6971
C -2.2309 3.0797 -0.2922
C -2.7017 4.2163 -0.9331
P -2.3750 1.1002 1.6999
C -1.7914 1.9501 3.1926
C -0.5301 2.5483 3.1380
C -0.0861 3.3382 4.1861
C -0.8970 3.5528 5.2918
C -2.1651 2.9945 5.3357
C -2.6191 2.2063 4.2874
C -3.8762 0.1525 2.0923
C -4.1351 -0.4196 3.3359
C -5.2980 -1.1530 3.5411
C -6.2041 -1.3249 2.5070
C -5.9410 -0.7759 1.2570
C -4.7818 -0.0500 1.0468
H -4.2956 5.6432 -1.0642
H -5.6351 4.5764 0.7168
H -4.8219 2.5653 1.8459
H -1.2783 2.6641 -0.5644
H -2.1096 4.6806 -1.7112
H 0.1129 2.3863 2.2819
H 0.8927 3.7976 4.1347
H -0.5513 4.1731 6.1081
H -2.8172 3.1933 6.1756
H -3.6270 1.8247 4.3266
H -3.4385 -0.3036 4.1542
H -5.4997 -1.5789 4.5157
H -7.1186 -1.8785 2.6747
H -6.6517 -0.9027 0.4505
H -4.5917 0.3896 0.0740

***

No. 6
C3H7NO | wB97M-V/def2-TZVPD

Summary:
HOMO-LUMO gap ... 0.3774 Ha
SMILES string ... C/C=N/OC
Total charge ... 0

Element x y z (Å)
C -0.5901 -1.1102 1.6119
C -0.0350 0.3134 -0.4559
C 0.6125 1.0087 -1.6671
H -1.5023 -1.0129 1.0031
H 0.2898 -1.6822 1.1065
H -0.6902 -1.5483 2.6860
H -0.6513 -0.6290 -0.6691
H 1.6896 1.3841 -1.3924
H 0.7540 0.2065 -2.5018
H 0.0916 1.8921 -2.2540
N 0.2625 0.9105 0.7151
O -0.2310 0.2673 1.8178

***

No. 7
CH3NO2S2 | wB97M-V/def2-TZVPD

Summary:
HOMO-LUMO gap (alpha / beta) ... 0.2729 / 0.2734 Ha
SMILES string ... O=C=O.N=S.S
Total charge ... 0

Element x y z (Å)
C -1.3427 1.6806 0.3332
N -1.8797 -0.9667 0.8616
O -1.9143 1.3095 -0.5625
O -0.7972 2.0331 1.2799
S -0.9239 -1.9823 0.2603
S 3.2608 -0.7534 -0.8546
H -2.6091 -1.0554 1.5769
H 2.3171 0.2743 -0.8761
H 3.8892 -0.5399 -2.0188

***

No. 8
C13H19Cl3N3O2SiZn | wB97M-V/def2-TZVPD

Summary:
HOMO-LUMO gap ... 0.2377 Ha
Total charge ... -1

Element x y z (Å)
Zn -0.2801 0.9106 0.5068
C 3.0171 0.6212 1.5434
C 2.9155 1.7467 0.6820
C 1.7402 2.4219 0.9816
C 1.0537 1.6877 2.0090
C 1.8940 0.5823 2.3537
H 3.8183 -0.1073 1.5398
H 3.6264 2.0297 -0.0830
H 1.3900 3.3342 0.5192
H 0.3030 2.0952 2.6769
H 1.6660 -0.1558 3.1089
C -3.3995 3.4378 -1.8994
C -4.0544 2.4862 -0.9070
C -3.9029 2.9786 0.5269
O -3.5738 1.1622 -1.0260
H -3.8630 4.4253 -1.8364
H -3.4983 3.0609 -2.9170
H -2.3334 3.5420 -1.6818
H -5.1243 2.4334 -1.1402
H -2.8455 3.0777 0.7808
H -4.3504 2.2636 1.2172
H -4.3864 3.9503 0.6561
Cl -1.5449 0.7368 -3.1576
Si -1.9937 0.6349 -1.0583
Cl 0.3393 -3.6836 0.4909
Cl -1.7588 -0.6471 2.1532
C -0.8838 -5.0358 0.9182
N 1.7657 -4.2775 1.2530
C 2.8727 -3.9791 0.6957
C 3.2957 -3.2987 -0.5155
C 2.8505 -2.2085 -1.1610
N 1.8118 -1.4111 -0.7460
C 1.1492 -0.5470 -0.3413
O -1.9361 -0.9173 -0.6035
N 3.4089 -1.7380 -2.3261
H -0.9594 -5.4843 -0.0835
H -1.7325 -4.3397 1.0203
H -1.9831 -0.7811 0.6388
H 3.7020 -4.4321 1.2382
H 4.2097 -3.7110 -0.9285
H 4.3111 -2.1034 -2.5758
H 3.2638 -0.7610 -2.5224

***

No. 9
C4H17NO5 | wB97M-V/def2-TZVPD

Summary:
HOMO-LUMO gap (alpha / beta) ... 0.3680 / 0.2177 Ha
Spin multiplicity ... 2
Total charge ... +1

Element x y z (Å)
N -1.5487 0.5793 -0.8554
C -1.9706 -0.0918 0.3034
C -2.9998 0.3704 0.9713
C -0.5480 -1.7403 1.8202
C -1.2314 -1.3951 0.7481
H -2.1654 1.2731 -1.1436
H -1.1282 0.2645 -1.6080
H -3.0789 -0.0337 1.9123
H -3.5151 1.2925 0.9036
H -0.2743 -2.6835 2.0111
H -0.5563 -1.2198 2.7858
H -1.2002 -2.1281 -0.1173
H 1.9886 -0.4039 -1.6924
H 1.2091 -1.3296 -2.7002
O 1.5936 -0.4943 -2.5929
H 2.8604 0.0278 0.2610
H 2.9726 -1.4354 0.6010
O 2.8058 -0.8937 -0.2005
H 0.8879 2.8162 0.8833
H 0.0459 1.5513 0.4295
O 0.8374 1.8480 0.8006
H 1.9829 0.3132 2.9770
H 1.1272 0.3450 1.6509
O 1.5290 -0.2791 2.2198
H -0.0692 1.8454 -3.4296
H 0.6258 0.6043 -3.5480
O -0.1801 0.9972 -3.3910

***

No. 10
C5H9NO2S | wB97M-V/def2-TZVPD

Summary:
HOMO-LUMO gap ... 0.3570 Ha
SMILES string ... CN1C(=O)SC[C@@]1(C)O
Total charge ... 0

Element x y z (Å)
C 0.5645 -1.6985 1.1185
C 1.2030 0.7939 1.1611
C 0.3418 0.5225 -0.0872
C -0.4473 1.7563 -0.6010
C -1.3877 -1.1803 -0.5871
N -0.5826 -0.4851 0.3539
O 0.2153 -2.8205 1.0677
O 1.2728 0.0031 -1.0714
S 1.6674 -0.7737 1.9582
H 2.0541 1.4385 0.8958
H 0.7116 1.5962 1.8806
H 0.3908 2.5185 -0.5716
H -1.2655 1.8070 -0.0250
H -0.7951 1.4343 -1.5530
H -2.4049 -1.2571 -0.3060
H -1.2161 -0.5795 -1.6124
H -1.2241 -2.1931 -0.7261
H 0.9022 -0.8823 -1.2951

***

No. 11
C4H12 | wB97M-V/def2-TZVPD

Summary:
HOMO-LUMO gap ... 0.4441 Ha
SMILES string ... CC.CC
Total charge ... 0

Element x y z (Å)
C -0.5331 1.2632 -0.3089
C -1.5174 2.3470 0.2378
H -0.3137 0.6194 0.4912
H -0.9590 0.5371 -0.8595
H 0.0428 1.8538 -0.9291
H -1.3346 3.2551 -0.1958
H -1.6040 2.2679 1.4142
H -2.5169 2.1839 -0.1248
C 1.3840 -1.1338 -0.1834
C 0.6914 -2.4457 0.1661
H 0.7553 -0.5607 -0.9440
H 1.4173 -0.5679 0.7120
H 2.4257 -1.1999 -0.4560
H 0.9072 -3.2224 -0.5331
H 1.3613 -3.0041 0.8442
H -0.2063 -2.1931 0.6692

***

No. 12
C10H14KO9 | wB97M-V/def2-TZVPD

Summary:
HOMO-LUMO gap ... 0.2975 Ha
Total charge ... +1

Element x y z (Å)
K 0.5526 2.1418 0.7821
C 7.1946 -1.5850 8.2348
C 8.1936 -1.3127 7.1063
O 7.4449 -0.9815 5.9987
C 6.2976 -0.4383 6.4150
O 5.4796 0.1473 5.7106
O 6.0298 -0.8468 7.7104
H 7.5650 -1.1205 9.1487
H 6.8662 -2.6019 8.4496
H 8.8136 -2.2092 7.1132
H 8.9308 -0.5478 7.3503
C 4.3993 -4.1972 -5.2738
C 4.5542 -4.9553 -4.0335
O 3.6802 -4.3890 -3.1540
C 2.8993 -3.5626 -3.7775
O 1.9148 -2.9494 -3.4219
O 3.1486 -3.6303 -5.0828
H 4.5606 -5.0386 -5.9477
H 5.1318 -3.4195 -5.4897
H 5.5630 -4.8454 -3.6355
H 4.1895 -5.9702 -4.1922
C -9.9773 4.2834 -1.2526
C -9.0508 3.6299 -2.3141
C -8.6399 4.4406 -3.5214
O -7.2535 4.2914 -3.4660
C -6.9086 3.4592 -2.4100
O -5.7447 3.1112 -2.1028
O -7.8699 3.3821 -1.6295
H -10.7316 4.8828 -1.7624
H -9.5320 4.9995 -0.5621
H -10.4184 3.5260 -0.6046
H -9.5736 2.7132 -2.5868
H -8.6821 5.5119 -3.3246
H -9.0273 4.0808 -4.4745

***

| no. | total energy (a.u.) | molecular weight (g/mol) |
| --- | --- | --- |
| 1 | -896.754201 | 265.31 |
| 2 | -74.432730 | 162.59 |
| 3 | -1558.316650 | 624.09 |
| 4 | -384.341876 | 126.20 |
| 5 | -5021.229124 | 1307.65 |
| 6 | -248.375441 | 73.09 |
| 7 | -1041.454329 | 125.17 |
| 8 | -4270.879706 | 449.15 |
| 9 | -593.138938 | 159.18 |
| 10 | -799.261498 | 147.20 |
| 11 | -159.505088 | 60.14 |
| 12 | -1666.291360 | 317.31 |